Version w
An isolated molecule of C4H6Cl2S, computed with the ωB97M-V functional and the def2-TZVPD basis.

2S+1 ... 1
Gap between HOMO and LUMO ... 10.28 eV
E_HOMO ... -9.57 eV

Geometry (Å):
1 S 1.21 -1.13 1.82
2 C 0.46 0.14 0.71
3 C 0.67 -0.08 -0.70
4 C -0.82 0.14 -1.05
5 Cl -1.21 1.84 -1.55
6 Cl -1.63 -0.92 -2.20
7 C -1.12 0.15 0.57
8 H 2.48 -0.87 1.66
9 H 0.68 1.23 0.95
10 H 1.50 0.50 -1.17
11 H 1.01 -1.10 -0.86
12 H -1.42 -0.92 1.04
13 H -1.79 1.02 0.77

Here are the natural (NBO) charges for atoms 1 to 5, given in e:
1. S -0.028
2. C -0.332
3. C -0.484
4. C -0.036
5. Cl -0.048

***

Version x
An isolated molecule of C4H6Cl2S, computed with the ωB97M-V functional and the def2-TZVPD basis.

2S+1 ... 1
Gap between HOMO and LUMO ... 9.89 eV
E_HOMO ... -9.17 eV

Geometry (Å):
1 S -1.72 1.13 -0.37
2 C -0.28 0.13 -0.07
3 C 1.04 0.78 -0.47
4 Cl 2.41 -0.31 -0.34
5 Cl 1.30 2.35 0.36
6 C -0.50 -1.35 -0.07
7 C -0.27 -0.60 1.25
8 H -1.26 1.69 -1.48
9 H 0.98 0.93 -1.56
10 H -1.55 -1.58 -0.32
11 H 0.25 -2.07 -0.47
12 H -1.14 -0.52 1.92
13 H 0.74 -0.58 1.63

Here are the natural (NBO) charges for atoms 1 to 5, given in e:
1. S 0.034
2. C -0.240
3. C -0.210
4. Cl -0.004
5. Cl -0.010

***

Verdict on stability: version w comes out at the bottom.

***

Version w
C27H22F3N5O3PbS2 as an isolated structure, computed with the ωB97M-V functional and the def2-TZVPD basis.

2S+1 ... 1
Gap between HOMO and LUMO ... 7.20 eV
E_HOMO ... -7.69 eV

Geometry (Å):
1 Pb 2.38 0.24 -0.11
2 C 3.91 3.06 0.76
3 C 2.60 3.53 0.80
4 C 1.90 3.73 -0.37
5 C 2.50 3.46 -1.59
6 C 3.80 3.00 -1.64
7 C 4.51 2.79 -0.46
8 H 4.46 2.90 1.67
9 H 2.14 3.73 1.75
10 H 0.88 4.08 -0.34
11 H 1.94 3.61 -2.51
12 H 4.26 2.78 -2.59
13 H 5.52 2.43 -0.50
14 N 2.25 -3.33 -2.89
15 C 2.23 -2.51 -1.83
16 S 3.67 -1.61 -1.51
17 N 1.21 -2.60 -1.01
18 N 1.19 -1.79 0.03
19 C 0.43 -2.04 1.05
20 C -0.51 -3.17 1.10
21 C -0.49 -4.07 2.16
22 C -1.39 -5.12 2.20
23 C -2.32 -5.27 1.18
24 C -2.32 -4.39 0.11
25 C -1.42 -3.35 0.06
26 C 0.56 -1.13 2.18
27 C -0.41 -1.06 3.19
28 C -0.23 -0.19 4.24
29 C 0.92 0.60 4.28
30 C 1.81 0.50 3.23
31 N 1.65 -0.34 2.22
32 H 2.97 -3.15 -3.57
33 H 1.37 -3.67 -3.22
34 H 0.24 -3.96 2.95
35 H -1.38 -5.82 3.02
36 H -3.05 -6.07 1.22
37 H -3.04 -4.52 -0.69
38 H -1.41 -2.66 -0.78
39 H -1.30 -1.66 3.10
40 H -0.97 -0.12 5.02
41 H 1.10 1.28 5.10
42 H 2.70 1.11 3.20
43 F -1.47 1.08 -4.55
44 C -0.36 1.21 -3.82
45 F 0.62 1.60 -4.63
46 F -0.58 2.22 -2.95
47 S 0.17 -0.30 -2.85
48 O 0.50 -1.29 -3.84
49 O -0.94 -0.60 -2.00
50 O 1.31 0.33 -2.19
51 N 0.01 1.00 0.24
52 C -1.09 1.22 0.00
53 C -2.42 1.64 -0.15
54 C -2.90 2.63 0.72
55 C -4.18 3.11 0.56
56 C -4.99 2.63 -0.46
57 C -4.52 1.64 -1.31
58 C -3.24 1.13 -1.17
59 H -2.25 3.00 1.50
60 H -4.55 3.89 1.21
61 H -5.99 3.02 -0.58
62 H -5.15 1.27 -2.11
63 H -2.85 0.36 -1.81

Here are the natural (NBO) charges for atoms 1 to 5, given in e:
1. Pb 1.280
2. C -0.228
3. C -0.241
4. C -0.156
5. C -0.209

***

Version x
C27H22F3N5O3PbS2 as an isolated structure, computed with the ωB97M-V functional and the def2-TZVPD basis.

2S+1 ... 1
Gap between HOMO and LUMO ... 7.46 eV
E_HOMO ... -7.88 eV

Geometry (Å):
1 Pb 1.56 -1.09 -0.83
2 C 2.08 -4.06 1.79
3 C 3.14 -4.34 0.93
4 C 4.18 -3.43 0.78
5 C 4.16 -2.23 1.50
6 C 3.10 -1.96 2.36
7 C 2.06 -2.87 2.50
8 H 1.27 -4.76 1.89
9 H 3.15 -5.26 0.37
10 H 5.00 -3.64 0.11
11 H 4.97 -1.53 1.39
12 H 3.10 -1.03 2.93
13 H 1.23 -2.64 3.16
14 N -1.84 -4.38 -0.83
15 C -1.05 -3.29 -1.04
16 S 0.60 -3.59 -1.41
17 N -1.70 -2.15 -0.93
18 N -0.94 -1.04 -1.10
19 C -1.56 0.08 -1.18
20 C -3.03 0.21 -1.02
21 C -3.82 0.71 -2.05
22 C -5.20 0.84 -1.88
23 C -5.79 0.47 -0.68
24 C -5.00 -0.03 0.35
25 C -3.63 -0.17 0.18
26 C -0.75 1.30 -1.44
27 C -1.32 2.57 -1.43
28 C -0.54 3.67 -1.75
29 C 0.79 3.48 -2.07
30 C 1.31 2.20 -2.00
31 N 0.56 1.14 -1.70
32 H -1.49 -5.28 -1.12
33 H -2.83 -4.23 -0.82
34 H -3.37 0.99 -2.99
35 H -5.80 1.22 -2.69
36 H -6.85 0.57 -0.54
37 H -5.46 -0.34 1.29
38 H -3.02 -0.60 0.96
39 H -2.36 2.69 -1.16
40 H -0.97 4.66 -1.76
41 H 1.43 4.30 -2.35
42 H 2.36 2.00 -2.18
43 F 5.37 -2.06 -2.47
44 C 5.02 -1.40 -3.58
45 F 6.05 -0.64 -3.96
46 F 4.79 -2.30 -4.54
47 S 3.54 -0.36 -3.28
48 O 3.82 0.25 -1.98
49 O 3.46 0.54 -4.39
50 O 2.45 -1.35 -3.18
51 N 0.35 0.11 1.48
52 C -0.05 1.01 2.08
53 C -0.56 2.12 2.84
54 C 0.32 3.00 3.45
55 C -0.18 4.08 4.17
56 C -1.56 4.26 4.27
57 C -2.43 3.38 3.65
58 C -1.94 2.31 2.93
59 H 1.39 2.85 3.36
60 H 0.50 4.77 4.65
61 H -1.94 5.10 4.83
62 H -3.50 3.53 3.72
63 H -2.61 1.61 2.43

Here are the natural (NBO) charges for atoms 1 to 5, given in e:
1. Pb 1.385
2. C -0.224
3. C -0.204
4. C -0.218
5. C -0.223

***

Verdict on stability: version w comes out at the bottom.

***

Version w
A 5-piece molecular cluster, C2H14N2O3 overall, computed with the ωB97M-V functional and the def2-TZVPD basis.

2S+1 ... 1
Gap between HOMO and LUMO ... 7.73 eV
E_HOMO ... -9.16 eV

Geometry (Å):
1 C -0.52 1.33 1.13
2 N -1.75 0.97 0.42
3 C -1.75 1.01 -1.16
4 N -0.82 0.12 -1.79
5 H 0.21 1.99 0.54
6 H 0.12 0.43 1.59
7 H -0.74 1.88 2.03
8 H -1.93 -0.03 0.58
9 H -2.83 0.70 -1.27
10 H -1.53 2.11 -1.25
11 H -1.27 -0.29 -2.58
12 H 0.12 0.44 -1.94
13 H -0.86 -2.42 0.81
14 H 0.16 -0.55 0.00
15 O -0.41 -1.80 1.39
16 H 2.39 -0.64 -0.21
17 H 3.20 0.59 -0.80
18 O 2.43 0.06 -0.90
19 H 2.37 -1.90 1.82
20 H 1.18 -2.02 0.77
21 O 2.23 -1.97 0.82

Here are the natural (NBO) charges for atoms 1 to 5, given in e:
1. C -0.473
2. N -0.644
3. C -0.083
4. N -0.823
5. H 0.198

***

Version x
A 4-piece molecular cluster, C2H14N2O3 overall, computed with the ωB97M-V functional and the def2-TZVPD basis.

2S+1 ... 1
Gap between HOMO and LUMO ... 9.28 eV
E_HOMO ... -9.04 eV

Geometry (Å):
1 N -1.66 3.69 -0.24
2 C -1.42 2.30 0.25
3 C -0.35 1.59 -0.51
4 N -0.09 0.31 0.15
5 H -1.43 4.01 -1.18
6 H -2.55 4.16 -0.14
7 H -1.07 2.41 1.30
8 H -2.37 1.77 0.27
9 H 0.61 2.13 -0.36
10 H -0.49 1.43 -1.58
11 H 0.69 -0.22 -0.20
12 H -0.99 -0.20 0.13
13 O 1.74 0.32 2.79
14 H 2.58 -0.05 2.51
15 H 1.09 -0.25 2.31
16 O 0.83 -3.90 -4.25
17 H -0.06 -4.27 -4.19
18 H 0.65 -2.95 -4.37
19 O 0.56 -3.17 1.98
20 H 1.09 -2.38 2.16
21 H -0.16 -2.88 1.39

Here are the natural (NBO) charges for atoms 1 to 5, given in e:
1. N -0.884
2. C -0.217
3. C -0.228
4. N -0.859
5. H 0.362

***

Verdict on stability: version w comes out at the bottom.

***

Version w
A 2-piece molecular cluster, C5H13NSi overall, computed with the ωB97M-V functional and the def2-TZVPD basis.

2S+1 ... 1
Gap between HOMO and LUMO (spin up / spin down) ... 9.51 / 6.27 eV
E_HOMO (spin up / spin down) ... -9.56 / -7.67 eV

Geometry (Å):
1 C -4.43 -0.27 -0.20
2 C -3.14 -0.16 -0.30
3 C 3.36 -1.16 0.10
4 C 2.06 1.62 -0.18
5 C -2.35 0.55 0.54
6 N 0.48 -0.84 0.72
7 Si 1.56 -0.16 -0.44
8 H -4.96 -0.77 -1.05
9 H -4.97 0.31 0.50
10 H -2.60 -0.80 -1.08
11 H 2.85 -2.19 0.08
12 H 4.12 -1.19 -0.63
13 H 3.70 -1.02 1.11
14 H 2.30 1.93 0.83
15 H 2.93 1.68 -0.93
16 H 1.22 2.31 -0.51
17 H -1.29 0.58 0.29
18 H -2.74 1.17 1.33
19 H 0.75 -0.86 1.67
20 H 1.15 -0.71 -1.85

Here are the natural (NBO) charges for atoms 1 to 5, given in e:
1. C -0.338
2. C -0.290
3. C -1.003
4. C -1.119
5. C -0.309

***

Version x
A 2-piece molecular cluster, C5H13NSi overall, computed with the ωB97M-V functional and the def2-TZVPD basis.

2S+1 ... 1
Gap between HOMO and LUMO ... 10.50 eV
E_HOMO ... -9.56 eV

Geometry (Å):
1 C -1.42 -2.04 -0.77
2 C -0.56 -1.76 -1.75
3 Si 1.17 -1.01 -1.37
4 N 1.40 0.25 -2.45
5 H -2.48 -2.38 -0.97
6 H -1.19 -1.66 0.27
7 H -1.03 -1.82 -2.75
8 H 2.07 -1.91 -2.09
9 H 1.47 -0.88 0.04
10 H 2.15 0.23 -3.13
11 H 0.97 1.16 -2.26
12 C -1.37 1.76 1.16
13 C -0.14 1.23 1.38
14 C 0.45 1.06 2.78
15 H -1.71 1.95 0.14
16 H -2.09 2.05 1.92
17 H 0.66 0.92 0.68
18 H 1.38 1.51 2.85
19 H -0.23 1.37 3.55
20 H 0.50 -0.04 2.76

Here are the natural (NBO) charges for atoms 1 to 5, given in e:
1. C -0.374
2. C -0.629
3. Si 1.318
4. N -1.306
5. H 0.194

***

Verdict on stability: version w comes out at the bottom.

***

Version w
An isolated molecule of C17H23N3O3, computed with the ωB97M-V functional and the def2-TZVPD basis.

2S+1 ... 1
Gap between HOMO and LUMO ... 8.51 eV
E_HOMO ... -8.04 eV

Geometry (Å):
1 C -2.25 1.99 -1.21
2 C -0.84 1.49 -0.95
3 C 0.03 2.25 -1.86
4 C -0.39 1.77 0.51
5 C -1.26 1.00 1.54
6 N -1.54 -0.35 1.32
7 C -0.83 -1.26 2.03
8 O -0.31 -1.11 3.11
9 C -0.93 -2.70 1.27
10 N -1.79 -2.72 0.13
11 C 0.59 -2.98 0.98
12 C 1.04 -2.11 -0.17
13 C 0.69 -2.11 -1.48
14 N 1.41 -1.14 -2.31
15 C 2.20 -0.41 -1.46
16 C 2.99 0.74 -1.68
17 C 3.59 1.26 -0.50
18 C 3.50 0.70 0.74
19 C 2.80 -0.58 0.86
20 C 2.08 -1.08 -0.22
21 C -2.56 1.82 1.69
22 O -2.73 2.99 1.93
23 O -3.49 0.85 1.68
24 H -2.64 1.77 -2.28
25 H -2.38 3.10 -1.04
26 H -2.76 1.51 -0.27
27 H -0.59 0.53 -1.19
28 H 1.05 1.73 -2.15
29 H 0.15 3.39 -1.80
30 H -0.35 2.12 -2.91
31 H -0.27 2.89 0.82
32 H 0.66 1.34 0.59
33 H -0.75 0.94 2.50
34 H -1.72 -0.62 0.35
35 H -1.02 -3.41 2.04
36 H -1.66 -3.67 -0.29
37 H -2.80 -2.92 0.53
38 H 0.52 -4.06 0.65
39 H 1.14 -2.82 1.96
40 H -0.17 -2.77 -1.86
41 H 1.39 -1.40 -3.39
42 H 3.33 1.03 -2.67
43 H 4.59 1.95 -0.70
44 H 3.94 0.93 1.69
45 H 2.63 -1.21 1.81
46 H -4.33 1.34 1.64

Here are the natural (NBO) charges for atoms 1 to 5, given in e:
1. C -0.607
2. C -0.292
3. C -0.607
4. C -0.398
5. C -0.198

***

Version x
An isolated molecule of C17H23N3O3, computed with the ωB97M-V functional and the def2-TZVPD basis.

2S+1 ... 1
Gap between HOMO and LUMO ... 8.62 eV
E_HOMO ... -7.84 eV

Geometry (Å):
1 C 6.28 -3.90 -2.83
2 C 5.21 -3.41 -1.86
3 C 3.82 -3.97 -2.17
4 C 3.20 -3.33 -3.41
5 O 3.03 -1.94 -3.29
6 C 2.01 -1.44 -2.54
7 C 1.00 -2.18 -1.93
8 C 0.01 -1.54 -1.21
9 C 0.00 -0.15 -1.07
10 C -1.06 0.48 -0.31
11 N -1.07 1.75 -0.18
12 N -2.03 2.42 0.50
13 C -3.03 1.96 1.28
14 O -3.28 0.79 1.52
15 C -3.90 3.11 1.85
16 C -5.04 2.56 2.70
17 C -4.51 2.17 4.08
18 C -3.99 3.42 4.78
19 N -3.06 4.12 3.92
20 C -2.98 4.07 2.58
21 O -2.17 4.75 1.97
22 C 1.02 0.59 -1.68
23 C 2.00 -0.04 -2.40
24 H 6.32 -4.99 -2.83
25 H 6.08 -3.56 -3.84
26 H 7.26 -3.52 -2.53
27 H 5.49 -3.70 -0.85
28 H 5.16 -2.32 -1.89
29 H 3.88 -5.05 -2.32
30 H 3.17 -3.78 -1.31
31 H 2.25 -3.82 -3.66
32 H 3.87 -3.45 -4.27
33 H 0.97 -3.25 -2.02
34 H -0.77 -2.13 -0.75
35 H -1.80 -0.18 0.13
36 H -1.85 3.43 0.52
37 H -4.29 3.65 0.98
38 H -5.46 1.68 2.21
39 H -5.82 3.31 2.80
40 H -5.30 1.72 4.68
41 H -3.71 1.44 3.96
42 H -3.47 3.16 5.70
43 H -4.82 4.08 5.03
44 H -2.44 4.79 4.36
45 H 1.01 1.66 -1.57
46 H 2.79 0.52 -2.87

Here are the natural (NBO) charges for atoms 1 to 5, given in e:
1. C -0.607
2. C -0.399
3. C -0.427
4. C -0.065
5. O -0.496

***

Verdict on stability: version w comes out at the bottom.

***

Version w
An isolated molecule of C4H9BO2, computed with the ωB97M-V functional and the def2-TZVPD basis.

2S+1 ... 1
Gap between HOMO and LUMO ... 9.11 eV
E_HOMO ... -8.49 eV

Geometry (Å):
1 B 2.17 -1.15 0.07
2 C -0.04 0.82 0.39
3 C 1.34 1.16 -0.13
4 C -0.65 -0.44 -0.31
5 C -2.16 -0.54 0.00
6 O 2.28 0.10 -0.06
7 O -0.07 -1.60 0.11
8 H 2.85 -2.07 0.13
9 H 0.00 0.61 1.46
10 H -0.67 1.69 0.23
11 H 1.29 1.45 -1.19
12 H 1.79 1.98 0.45
13 H -0.53 -0.29 -1.40
14 H -2.62 0.44 0.16
15 H -2.29 -1.14 0.90
16 H -2.68 -1.03 -0.82

Here are the natural (NBO) charges for atoms 1 to 5, given in e:
1. B 1.060
2. C -0.458
3. C -0.050
4. C 0.113
5. C -0.628

***

Version x
An isolated molecule of C4H9BO2, computed with the ωB97M-V functional and the def2-TZVPD basis.

2S+1 ... 1
Gap between HOMO and LUMO ... 10.82 eV
E_HOMO ... -10.49 eV

Geometry (Å):
1 B -0.92 0.59 1.69
2 C -1.77 0.71 0.36
3 C -0.89 0.67 -0.89
4 O 0.48 0.43 -0.59
5 C 0.87 -0.84 -0.65
6 C 2.32 -1.01 -0.37
7 O 0.15 -1.74 -0.88
8 H -0.25 1.46 2.13
9 H -0.95 -0.45 2.28
10 H -2.27 1.67 0.39
11 H -2.55 -0.02 0.31
12 H -1.29 -0.01 -1.61
13 H -0.93 1.65 -1.34
14 H 2.44 -1.90 0.21
15 H 2.89 -1.03 -1.28
16 H 2.67 -0.19 0.23

Here are the natural (NBO) charges for atoms 1 to 5, given in e:
1. B 0.507
2. C -0.811
3. C -0.061
4. O -0.508
5. C 0.794

***

Verdict on stability: version w comes out at the bottom.